# 1
C2H2ClN3O | ωB97M-V/def2-TZVPD

Output
energy above the lowest of the compared OMol25 structures with the same formula, charge and spin = 228.3 kJ/mol
HOMO-LUMO gap = 0.3299 hartree
DFT total energy = -21143.28183 eV
SMILES = O=c1cn[nH]n1Cl

Structure (XYZ):
```
9
Properties=species:S:1:pos:R:3:forces:R:3
C -0.8811 -0.3979 0.9780 1.30 -0.16 -1.59
C 0.3784 -0.9585 0.2582 -1.14 -1.28 1.45
N -1.1385 0.7519 0.4773 0.24 2.13 -0.78
N -0.2266 1.1107 -0.4302 0.92 -0.49 -0.84
N 0.7676 0.0773 -0.5259 -0.58 2.73 -0.75
O 0.9216 -2.0312 0.3335 0.10 -0.30 0.07
Cl 1.8669 0.1745 -1.8496 -1.00 -0.43 1.21
H -1.6611 -0.7682 1.6381 0.79 -0.64 -0.01
H -0.0272 2.0415 -0.8794 -0.63 -1.55 1.26
```
Positions in Å, forces in eV/Å.

---

# 2
C20H43BCl3N3O6P3S | ωB97M-V/def2-TZVPD

Output
charge = +1
HOMO-LUMO gap = 0.2944 hartree
DFT total energy = -115121.34683 eV
SMILES = CCCC[C@H]1[C@@H](/C(Cl)=C(\C)Cl)[C@@](S)(NCCC)[N@@H+](COCC)[C@@](P(C)O)(P(N)O)[C@@]1(B(O)OC)P(O)Cl

Structure (XYZ):
```
80
Properties=species:S:1:pos:R:3:forces:R:3
C 0.6808 -4.5264 2.9293 -0.33 -0.35 -0.15
C -0.7624 -3.7196 2.7525 1.57 1.30 0.38
C -0.3473 -2.1094 2.5573 0.85 -1.33 1.20
C -1.6366 -1.1862 2.4657 -1.17 -0.94 1.65
C -1.8600 0.0351 1.4844 -1.84 1.48 1.49
C -0.8147 1.3654 1.5662 -1.82 0.37 -2.55
C -0.7204 2.0335 3.0044 0.94 1.47 4.00
Cl -2.3800 2.8231 3.5704 1.91 -1.35 -1.54
C 0.2593 2.2642 4.0432 -0.97 -1.60 -2.84
C 1.7362 1.6983 3.8045 1.23 1.60 1.84
Cl -0.0521 3.2025 5.6607 0.54 -1.71 -3.01
C 0.4476 1.2176 0.4727 0.84 2.87 3.67
S 1.0702 3.0394 0.4334 -0.30 0.18 -0.28
N 1.5342 0.4110 0.9158 -1.42 0.78 0.82
C 2.9596 0.6483 0.8822 4.05 -1.58 -0.77
C 3.6516 -0.8035 0.3911 1.27 -0.47 0.45
C 4.7065 -0.6354 -0.8468 -0.84 -0.75 -1.06
N -0.1581 1.0532 -0.9395 -1.02 0.68 -0.33
C 0.7828 1.3311 -2.0839 1.68 1.80 -4.94
O 2.1668 0.9375 -2.0237 -0.29 0.87 -0.02
C 2.9876 1.7174 -2.9988 1.29 0.95 -1.12
C 3.8858 2.8987 -2.3028 0.63 0.12 0.79
C -1.0995 -0.1359 -1.1583 -1.44 -1.30 -0.84
P -2.1935 -0.0406 -2.7519 -1.01 0.95 -2.33
C -1.6882 -1.2286 -4.1570 1.11 -0.88 -0.55
O -1.9820 1.5430 -3.5616 0.81 -2.31 -0.06
P 0.2019 -1.5314 -1.0526 1.88 -2.96 0.67
N 0.8507 -2.0212 -2.6916 -0.15 0.40 1.14
O -0.4510 -3.0892 -0.4899 1.56 0.98 -1.01
C -2.3703 -0.2339 -0.0865 1.70 2.24 -0.29
B -3.5124 0.9978 -0.2787 -2.72 2.44 1.07
O -3.3425 2.2799 -0.9642 0.39 -2.55 -0.69
O -4.7864 1.0148 0.5354 2.61 0.11 -2.49
C -5.7896 1.8974 -0.0494 -1.91 1.56 -0.89
P -3.5417 -1.7084 -0.3470 -1.53 -2.61 -0.14
O -3.0532 -2.9168 -1.4931 0.21 1.00 1.73
Cl -5.3060 -1.1762 -1.5290 1.54 0.06 0.57
H 0.8227 -4.8720 4.0483 -0.31 0.55 -2.40
H 0.6628 -5.4683 2.2022 0.29 1.94 1.76
H 1.6215 -3.8447 2.6716 -2.10 -1.40 0.39
H -1.3573 -4.0806 1.8125 1.00 0.64 1.99
H -1.3469 -3.7739 3.7650 0.78 -0.15 -2.20
H 0.4531 -2.1003 1.7217 -1.62 0.34 1.07
H 0.2456 -1.8554 3.5638 -1.18 -0.38 -2.16
H -2.5676 -1.9308 2.3341 1.95 1.78 0.00
H -1.8147 -0.7884 3.5856 0.40 -0.60 -2.60
H -2.8111 0.5528 2.0116 1.91 -1.25 -1.32
H -1.3750 2.2857 0.9970 0.67 -2.40 1.33
H 2.3782 1.9990 4.7681 -1.46 -0.68 -2.06
H 2.2433 2.3212 2.9426 -1.15 -1.56 1.53
H 1.8841 0.5419 3.7322 -0.72 2.18 -0.15
H -0.0626 3.7925 0.0892 0.76 -1.05 0.36
H 1.3023 -0.1161 1.7723 -0.14 0.40 -0.98
H 3.5304 0.8354 1.9165 -1.97 -0.10 -1.90
H 3.4232 1.4450 0.1613 -1.73 -1.35 1.24
H 2.8470 -1.6063 0.1029 1.34 1.82 0.57
H 4.2706 -1.2858 1.2910 -1.45 1.18 -1.77
H 4.1306 -1.0134 -1.8222 1.34 0.91 1.94
H 5.6503 -1.3455 -0.7439 -1.93 1.80 -0.09
H 4.9816 0.4876 -1.0557 -0.25 -2.32 0.63
H -0.8003 1.9014 -1.0202 0.54 -1.11 0.18
H 0.4463 0.8352 -3.1214 -0.33 0.83 2.68
H 0.7847 2.4969 -2.3603 -0.45 -2.50 1.18
H 2.3466 2.2128 -3.8521 0.82 -1.14 1.77
H 3.7532 0.9966 -3.5586 -1.96 1.20 1.48
H 4.9424 2.4632 -1.9887 -2.25 0.87 -0.67
H 3.3924 3.3109 -1.3054 0.84 -0.85 -2.27
H 4.1159 3.8175 -3.0221 -0.75 -2.14 1.40
H -0.6432 -0.9474 -4.6350 -2.22 -0.57 0.72
H -2.5454 -1.2461 -4.9709 1.70 0.35 1.79
H -1.5752 -2.3309 -3.7510 -0.29 2.35 -0.65
H -1.6171 1.3979 -4.4828 -0.51 0.20 1.46
H 1.6867 -2.6064 -2.4271 -1.05 0.80 -0.33
H 1.2481 -1.1943 -3.1848 -0.33 -0.72 0.61
H 0.3494 -3.6829 -0.2637 -1.67 1.61 -0.42
H -3.7671 2.3177 -1.8686 0.73 -0.03 1.37
H -5.5900 3.0596 0.1270 -0.06 -2.65 -0.24
H -6.8873 1.7149 0.3792 2.72 -0.10 -0.62
H -5.8871 1.7404 -1.2239 0.25 0.21 2.46
H -2.9389 -3.7829 -1.0003 -0.04 1.57 -0.63
```
Positions in Å, forces in eV/Å.

---

# 3
C26H78O13 | ωB97M-V/def2-TZVPD

Output
energy above the lowest of the compared OMol25 structures with the same formula, charge and spin = 693.9 kJ/mol
HOMO-LUMO gap = 0.3687 hartree
DFT total energy = -54836.47682 eV

Structure (XYZ):
```
117
Properties=species:S:1:pos:R:3:forces:R:3
C -1.7320 -5.1057 9.4211 0.12 0.53 -0.23
C -1.1659 -4.7728 8.0384 0.35 -0.43 0.97
O -1.1432 -5.9756 7.3135 0.04 -0.22 -0.94
H -2.6881 -5.6291 9.4101 -0.19 0.28 -0.30
H -1.8114 -4.1885 10.0046 -0.02 -0.16 0.35
H -1.0334 -5.8171 9.8616 0.06 0.23 0.25
H -0.1284 -4.4796 8.1984 0.11 0.04 -0.16
H -1.6197 -3.9615 7.4691 -0.45 0.02 0.19
H -2.0345 -6.0855 6.9741 -0.04 -0.30 -0.17
C -4.6249 -5.1333 2.1084 -0.69 -0.10 -0.78
C -5.1654 -4.5276 3.3961 0.02 1.00 -1.09
O -5.2107 -5.3995 4.4669 0.56 -1.07 1.30
H -4.7487 -4.4797 1.2450 -0.39 0.45 0.13
H -5.2650 -5.9877 1.8880 0.36 -0.38 -0.15
H -3.5683 -5.3819 2.0087 -0.02 -0.30 0.88
H -6.2036 -4.2148 3.2855 0.04 0.54 -0.78
H -4.5758 -3.6432 3.6376 0.02 -0.01 0.41
H -6.0613 -5.8441 4.4454 0.14 -0.12 0.09
C -1.0386 8.3964 -1.4298 -1.29 -0.22 0.75
C -1.4190 8.9247 -2.8050 1.65 0.05 1.14
O -0.3727 8.3519 -3.5858 -0.14 0.04 -0.88
H -1.7177 8.7442 -0.6513 -0.27 0.09 -0.03
H -0.0525 8.7029 -1.0811 0.09 -0.05 -0.55
H -1.1277 7.3100 -1.4324 0.28 -0.05 0.03
H -1.3040 10.0069 -2.7442 -0.24 0.22 -0.42
H -2.4189 8.6581 -3.1472 0.02 -0.15 0.06
H -0.3212 8.7776 -4.4447 -0.09 0.04 -0.11
C 6.9963 -3.3212 0.3400 -0.34 1.32 0.10
C 8.1790 -4.1936 0.0906 0.54 0.10 -1.92
O 8.2175 -5.2360 0.9686 -0.30 -2.10 1.72
H 6.8792 -2.5557 -0.4271 0.50 0.23 -0.04
H 7.0851 -2.8143 1.3008 -0.05 0.03 0.06
H 6.0076 -3.7782 0.2979 0.33 -0.80 0.20
H 9.1918 -3.7924 0.1277 -0.22 1.49 0.01
H 8.1459 -4.6049 -0.9183 -0.42 0.08 -0.51
H 8.9158 -5.8098 0.6451 -0.04 -0.32 0.38
C 5.5960 -2.2059 6.4683 -0.70 -0.69 -0.93
C 5.3633 -3.7217 6.1089 1.24 1.11 1.14
O 6.6519 -4.2659 5.7656 -0.60 -0.29 -0.19
H 5.7239 -1.6470 5.5413 0.06 -0.03 -0.21
H 6.5092 -2.0213 7.0342 -0.23 -0.41 0.27
H 4.7213 -1.7546 6.9367 0.04 -0.10 0.31
H 4.5486 -3.8618 5.3985 0.37 0.08 -0.52
H 5.0532 -4.3008 6.9787 0.05 0.19 0.21
H 6.8138 -4.2655 4.8193 -0.22 0.13 -0.09
C 4.2458 3.6681 2.4413 0.77 0.23 -0.01
C 3.9562 5.1172 1.8127 -0.14 -4.26 1.91
O 3.5289 5.8888 2.9598 0.38 -0.04 -1.88
H 5.0041 3.7291 3.2220 0.19 0.23 -0.05
H 4.6064 2.9313 1.7235 0.37 0.42 -0.52
H 3.4614 3.0692 2.9042 -0.83 0.92 0.00
H 3.2154 4.7941 1.0814 -0.69 1.22 -0.08
H 4.8714 5.3472 1.2672 0.01 0.99 0.43
H 3.1536 6.6969 2.6023 -0.07 0.30 0.18
C 4.7306 -2.5959 -7.1745 0.14 1.43 0.16
C 5.1404 -3.1009 -5.7832 -0.73 -0.06 -1.33
O 5.4338 -4.4534 -5.8798 0.39 -1.92 0.56
H 5.2203 -3.0357 -8.0433 0.11 -0.65 0.28
H 5.0060 -1.5498 -7.3079 -0.23 0.30 0.23
H 3.6482 -2.6589 -7.2866 0.10 -0.16 -0.20
H 4.2305 -3.0520 -5.1850 0.25 0.35 0.47
H 5.9713 -2.5918 -5.2946 -0.06 0.38 -0.18
H 5.6962 -4.7226 -6.7632 0.02 0.33 0.02
C 4.2991 4.5543 -4.6262 0.35 -0.06 -0.36
C 3.0602 3.9011 -5.1507 0.15 -0.47 -1.22
O 2.0590 3.9646 -4.1761 -0.73 -0.56 0.12
H 4.0374 5.5957 -4.4389 0.40 0.12 0.21
H 5.1241 4.4982 -5.3364 0.01 0.16 -0.08
H 4.6208 4.0530 -3.7133 -0.08 0.19 0.09
H 3.2112 2.8934 -5.5376 0.13 -0.70 1.21
H 2.7368 4.2627 -6.1268 -0.23 1.24 0.02
H 1.8005 4.8827 -4.0666 -0.03 0.09 0.02
C -1.9926 3.3808 4.9694 0.58 -0.05 -0.59
C -2.1610 4.8226 4.4205 -0.93 -0.90 1.24
O -1.2396 5.7877 4.9375 -0.32 -0.62 -0.34
H -2.0312 3.3328 6.0577 0.56 0.35 0.01
H -1.1021 2.9194 4.5425 0.37 0.00 0.49
H -2.7738 2.6722 4.6944 -0.47 0.46 -0.51
H -3.1403 5.0669 4.8323 -0.06 0.75 -0.35
H -2.2110 4.8432 3.3318 0.08 -0.01 -0.02
H -0.4434 5.7257 4.4048 0.20 0.02 0.08
C -6.9203 1.2224 0.3261 1.23 1.36 -0.82
C -7.8711 1.5760 1.4387 0.53 -0.46 0.31
O -9.1439 1.8354 0.9519 -1.74 -0.21 -0.29
H -7.3010 1.6147 -0.6169 -0.42 -0.58 -0.18
H -6.6023 0.1824 0.2517 -0.34 0.08 -0.03
H -6.0272 1.8438 0.3914 0.47 -0.25 0.38
H -7.5760 2.4337 2.0431 0.53 -0.14 0.08
H -7.8936 0.6799 2.0588 -0.50 0.25 0.48
H -9.2766 2.7677 0.7654 0.23 -0.04 0.05
C -5.2462 3.7479 -8.2909 -0.71 -1.54 -0.39
C -4.2536 4.1185 -7.2263 2.06 1.06 -0.88
O -3.1648 3.1990 -7.0876 -0.47 -1.26 -0.42
H -5.9895 4.5217 -8.4830 -0.32 -0.11 0.81
H -5.6547 2.7599 -8.0787 -0.81 0.20 0.42
H -4.9418 3.5526 -9.3191 1.36 0.36 0.12
H -4.6417 4.3109 -6.2261 -0.59 0.16 -0.28
H -3.7599 4.9894 -7.6574 -0.26 0.85 0.60
H -2.4484 3.5633 -6.5625 -0.26 0.28 0.03
C 0.5557 -1.8549 0.9671 -0.56 -0.56 -0.09
C 0.3119 -1.1761 -0.3849 0.31 0.98 0.73
O 0.5186 0.2440 -0.0980 0.19 -0.87 -0.38
H 1.4754 -1.5068 1.4373 -0.03 0.31 -0.26
H 0.6618 -2.9383 0.9121 -0.03 -0.09 -0.42
H -0.2598 -1.7058 1.6748 -0.04 0.34 -0.08
H -0.6657 -1.2543 -0.8606 -0.38 -0.47 0.61
H 0.9842 -1.5905 -1.1361 0.55 0.35 0.01
H 0.3464 0.7545 -0.8925 -0.01 0.01 -0.12
C -5.6532 -5.4908 -4.4462 -0.85 0.93 -0.32
C -4.1617 -5.6342 -4.5996 -0.28 -0.74 -0.48
O -3.8041 -6.6229 -3.6352 0.71 0.46 -0.13
H -6.0098 -4.5064 -4.7495 0.10 0.08 -0.38
H -6.0116 -5.5511 -3.4185 0.51 -0.28 0.18
H -6.2171 -6.2246 -5.0222 0.18 -0.10 0.02
H -3.5894 -4.7068 -4.6204 -0.06 0.37 1.23
H -3.8776 -5.9826 -5.5926 -0.47 -0.52 -0.34
H -2.9134 -6.9044 -3.8563 0.15 -0.20 0.22
```
Positions in Å, forces in eV/Å.